Entry 1:
A cluster of 4 separate species, C2H11NO5 in total in a non-equilibrium geometry, computed with wB97M-V/def2-TZVPD.

CARTESIAN COORDINATES (ANGSTROEM)
H (-1.51529, 2.84017, 0.84939)
N (-0.89188, -0.76941, -0.91050)
O (-1.37053, 0.94404, 2.24270)
H (-1.53772, -0.62461, 0.99909)
O (0.50851, -0.26953, 0.76439)
O (-1.48135, 3.70041, 0.58295)
H (-1.77152, -0.61398, -1.42206)
C (-0.60674, -0.56586, 0.42920)
H (-1.61026, 0.86785, 3.22646)
O (3.45115, -0.73550, -0.02718)
H (2.67366, -1.17559, 0.49528)
H (0.67681, -0.23484, -2.26473)
C (0.24084, -1.13489, -1.82353)
H (4.32618, -0.90604, 0.40979)
H (-0.57413, 4.00100, 0.33168)
O (-0.31187, -1.90984, -2.84986)
H (-0.81625, -2.74438, -2.41546)
H (-0.42419, 1.10374, 2.59316)
H (1.03460, -1.77274, -1.21077)

Forces on atoms 1 to 6 (eV/Å):
0.459 -3.743 1.173
1.470 -0.656 -0.659
1.961 1.083 4.983
0.562 -0.121 0.489
0.878 -0.564 1.151
0.768 4.675 -1.589

- DFT total energy: -13978.327 eV
- Relative energy (zero: lowest compared OMol25 entry of this formula, charge and spin): 58.8 kcal/mol
- Orbital gap: 0.37464 Ha
- SMILES: O=CNCO.O.O.O

Löwdin population analysis, charges in e, atoms 1 to 5: H -0.0681; N 0.0324; O -0.1312; H 0.1154; O 0.0209

=====

Entry 2:
The molecule C2H5ClOS in a non-equilibrium geometry, computed with wB97M-V/def2-TZVPD.

CARTESIAN COORDINATES (ANGSTROEM)
C (-0.46621, 0.22181, 0.02262)
Cl (2.29264, -0.44336, 0.16820)
H (-1.25458, 0.78782, -0.48858)
H (-2.18696, -1.12813, 0.93182)
C (0.75097, 0.17051, -0.86518)
H (0.53733, 0.45683, 1.64391)
H (1.06330, 1.15454, -1.19614)
H (0.66037, -0.53980, -1.67693)
O (-0.26190, 0.82784, 1.23809)
S (-1.13495, -1.50806, 0.22220)

Forces on atoms 1 to 6 (eV/Å):
-0.600 -0.788 -0.038
-1.702 0.562 -1.104
0.268 -0.040 -0.004
-0.298 0.154 0.193
1.644 -0.491 1.021
-0.098 -0.032 -0.095

- DFT total energy: -27559.923 eV
- Relative energy (zero: lowest compared OMol25 entry of this formula, charge and spin): 0.0 kcal/mol
- Orbital gap: 0.37328 Ha
- SMILES: O[C@H](S)CCl

Löwdin population analysis, charges in e, atoms 1 to 5: C -0.8113; Cl 0.4414; H 0.1157; H -0.1494; C -0.4203

=====

Number 2 is which compound?
C2H5ClOS